Entry from the Open Molecules 2025 dataset: a structure of composition C15H24F3N2O2P2S (the ωB97M-V functional and the def2-TZVPD basis).

Properties
HOMO-LUMO gap, eV: 5.9
E, a.u.: -2226.4409
Total charge: -1
Energy above the lowest of the compared OMol25 structures with the same formula, charge and spin, eV: 0.1447
E_HOMO, eV: -3.6

Structure (XYZ):
```
49
Properties=species:S:1:pos:R:3:forces:R:3:nbo_charge:R:1
C 1.484376 2.351866 -1.425477 0.3 0.1 -0.2 -0.6122
C 1.847782 2.599177 0.036745 0.0 0.0 0.0 -0.7066
P 0.389748 2.715174 1.196138 -0.1 0.6 0.0 0.7807
C -0.950991 1.636412 0.461036 0.4 -0.3 -0.1 -0.9622
C 0.985749 1.950069 2.709166 -0.5 0.0 -0.4 -1.2986
P 0.968323 0.124031 2.796658 -0.3 -0.5 0.6 0.7616
C 2.486357 -0.302076 3.752921 0.2 0.3 -0.2 -0.9389
C 1.417482 -0.523397 1.115233 -0.2 -0.2 0.0 -0.9450
S -0.048566 2.411498 3.988295 0.1 -0.5 0.2 2.0934
O 0.448112 1.879934 5.247606 0.0 0.1 -0.1 -0.9759
O -1.479277 2.256291 3.780301 0.1 0.3 -0.2 -0.9742
C 0.140960 4.255086 4.222501 0.0 -0.2 0.2 0.7317
F -0.258749 5.009873 3.206842 0.0 0.1 -0.2 -0.3152
F 1.401098 4.581558 4.521477 0.2 0.1 -0.1 -0.3263
F -0.619699 4.583591 5.277945 -0.1 0.0 0.2 -0.3322
H 0.646366 2.979450 -1.746031 0.0 -0.1 0.1 0.2024
H 1.233741 1.307922 -1.632407 -0.1 0.1 0.1 0.2013
H 2.330522 2.602373 -2.077346 -0.1 0.0 0.1 0.1976
H 2.311334 3.588508 0.109765 0.0 -0.1 0.1 0.2185
H 2.581668 1.879445 0.405297 0.0 0.0 -0.1 0.2122
H -0.677599 1.192629 -0.499943 -0.1 0.1 0.0 0.2131
H -1.828193 2.268125 0.322236 0.0 -0.1 0.0 0.2247
H -1.190607 0.815256 1.139714 -0.1 0.1 0.0 0.2282
H 2.440019 -1.350459 4.055922 0.1 0.0 -0.1 0.2080
H 3.386637 -0.099920 3.162467 0.0 -0.1 0.1 0.1986
H 2.512062 0.328241 4.643240 -0.1 -0.1 0.0 0.2534
H 1.478302 0.227363 0.333891 0.1 -0.1 0.0 0.2287
H 2.350413 -1.089468 1.184659 0.0 0.2 -0.1 0.2172
H 0.633597 -1.229521 0.822999 0.1 0.1 0.0 0.2190
N -2.473968 -1.936394 0.852815 0.0 0.0 0.1 -0.5020
C -3.493345 -1.379577 0.135540 0.0 0.0 0.0 -0.0694
C -3.540754 -2.007498 -1.083107 0.0 0.0 0.0 -0.3121
C -2.503608 -2.979130 -1.098705 0.0 0.0 -0.1 -0.3242
C -1.864652 -2.907929 0.110652 0.0 0.0 0.1 -0.0789
H -2.194664 -1.665073 1.781417 0.1 0.1 0.0 0.4291
H -4.092496 -0.583954 0.543224 0.0 0.0 0.0 0.2154
H -4.236273 -1.789242 -1.876564 0.0 0.0 0.0 0.2112
H -2.252746 -3.647220 -1.906327 0.0 0.0 0.0 0.2193
H -1.029198 -3.461521 0.503805 0.0 0.0 0.0 0.2096
N 0.457894 -2.908354 -5.969812 0.0 0.0 0.0 -0.5120
C -0.608316 -2.113234 -5.640792 0.0 0.0 0.0 -0.0847
C -0.684490 -2.056366 -4.275485 0.0 0.0 0.0 -0.3023
C 0.378398 -2.846446 -3.759132 0.0 0.0 0.0 -0.2901
C 1.064877 -3.357783 -4.827175 0.0 0.0 0.0 -0.0878
H 0.748785 -3.127888 -6.903161 0.0 0.0 0.0 0.4040
H -1.217177 -1.657734 -6.402709 0.0 0.0 0.0 0.2048
H -1.416786 -1.510677 -3.703845 0.0 0.0 0.0 0.2351
H 0.608407 -3.015108 -2.720381 0.0 0.0 0.0 0.2275
H 1.929142 -3.997901 -4.872106 0.0 0.0 0.0 0.2046
```
Positions in Å, forces in eV/Å.

Entry from the Open Molecules 2025 dataset: a structure of composition C15H24F7LiN3O3P at a distorted geometry (the ωB97M-V functional and the def2-TZVPD basis).

Properties
HOMO-LUMO gap, eV: 10.3
E, a.u.: -2024.0826
Total charge: 0
E_HOMO, eV: -10.9

Structure (XYZ):
```
54
Properties=species:S:1:pos:R:3:forces:R:3:nbo_charge:R:1
Li -1.386098 0.250808 -0.797056 -0.1 -0.2 -0.8 0.9837
P -2.766018 -0.416518 -4.287265 0.1 -0.9 -1.4 2.5941
F -4.166622 -0.908790 -4.932638 0.4 0.0 0.5 -0.5833
F -3.041250 -1.176501 -2.878917 -0.2 0.1 0.6 -0.6120
F -2.060786 -1.831555 -4.804755 -0.1 1.4 0.2 -0.5929
F -1.326676 0.110278 -3.649424 -0.1 -0.2 0.4 -0.6250
F -2.391922 0.363752 -5.648041 0.1 -0.4 0.2 -0.5808
F -3.504364 0.896679 -3.721598 0.2 0.2 0.4 -0.5941
C 5.809649 0.648927 -1.485574 -1.2 0.2 -0.2 -0.6172
C 5.671408 2.087701 -2.018910 0.8 -1.1 0.4 -0.3891
C 4.722369 2.937806 -1.119198 -0.2 -0.7 -1.8 -0.5095
C 3.412812 2.228358 -0.982402 3.6 2.0 -0.1 0.3070
N 2.422853 1.701158 -0.916920 -3.0 -1.5 0.3 -0.3594
H 6.690610 0.137135 -1.872977 0.0 0.1 0.4 0.2176
H 4.931033 0.048044 -1.720212 0.0 -0.1 -0.3 0.2175
H 5.731444 0.718319 -0.400599 0.8 -0.3 0.2 0.2036
H 5.414950 2.135406 -3.077236 -0.7 -0.2 0.1 0.2123
H 6.709598 2.415404 -2.072544 -0.1 0.9 0.6 0.2146
H 4.530465 3.795897 -1.763374 -0.2 0.5 0.7 0.2554
H 5.140199 3.200673 -0.147385 -0.1 0.0 -0.2 0.2501
C -4.680551 6.588487 3.232465 0.3 0.0 -0.5 -0.6096
C -5.729116 5.480858 3.067703 1.0 1.3 0.8 -0.3884
C -5.162791 4.085902 3.127588 -0.1 -0.7 -1.4 -0.4945
C -4.413618 3.676362 1.866135 0.0 -0.1 0.7 0.3015
N -3.852076 3.306427 0.925480 -0.5 0.4 0.8 -0.3578
H -4.077762 6.636542 2.325596 0.1 0.3 -0.1 0.2096
H -3.975766 6.449584 4.052281 -0.2 -0.3 0.2 0.2024
H -5.163321 7.550667 3.403508 0.0 0.0 -0.2 0.2159
H -6.235703 5.682071 2.123790 -0.4 -0.3 0.3 0.2199
H -6.360517 5.588410 3.949659 -0.6 -0.2 -0.4 0.2084
H -6.036358 3.437507 3.195170 0.2 -0.4 -0.1 0.2500
H -4.580455 3.925162 4.034861 0.3 0.0 -0.3 0.2453
C 0.234450 -3.219104 5.306083 -1.0 0.5 -0.3 -0.6133
C -0.996054 -4.124058 5.117496 0.4 -0.4 1.1 -0.3811
C -1.525876 -4.203507 3.689893 1.5 -1.3 -0.1 -0.5280
C -1.542167 -2.905620 3.103177 -1.1 -0.8 0.3 0.3200
N -1.588928 -1.876206 2.637283 0.1 2.1 -1.0 -0.3682
H 0.740449 -3.333102 6.264769 -0.1 -0.4 -0.1 0.2213
H -0.142797 -2.196577 5.291541 0.4 0.2 -0.3 0.2131
H 0.932000 -3.382047 4.484507 0.2 0.2 0.1 0.2087
H -1.826490 -3.792635 5.740902 0.1 0.1 0.2 0.2049
H -0.669579 -5.088410 5.506791 -0.5 -0.4 -0.4 0.2134
H -2.420849 -4.809395 3.548375 -0.3 0.5 0.2 0.2629
H -0.790095 -4.711095 3.066129 0.3 -0.4 0.0 0.2499
C 3.178907 -3.316651 -4.911633 1.1 0.5 0.0 -0.1379
C 3.328082 -4.701163 -4.270368 -1.1 0.8 -0.9 0.4346
O 2.330944 -4.639401 -3.285621 0.2 -2.6 0.0 -0.4789
C 2.039235 -3.404035 -2.976236 -2.3 2.8 2.8 0.9727
O 1.365377 -3.048648 -2.010191 1.8 -1.0 -2.4 -0.5920
O 2.568225 -2.567656 -3.875347 -0.6 0.4 0.0 -0.4682
F 4.516729 -4.782924 -3.667343 1.2 -0.2 0.6 -0.3318
H 2.645430 -3.243360 -5.859321 -0.3 -0.2 0.2 0.2135
H 4.146488 -2.824021 -5.007491 0.2 -0.4 -0.4 0.2127
H 3.200900 -5.581345 -4.900607 -0.2 0.1 0.1 0.1770
```
Positions in Å, forces in eV/Å.

Entry from the Open Molecules 2025 dataset: a structure of composition C15H24IrN4O4S2 (the ωB97M-V functional and the def2-TZVPD basis).

Properties
HOMO-LUMO gap (alpha / beta), eV: 6.5 / 5.7
Expectation value of S²: 8.83
2S+1: 6
E, a.u.: -2005.8330
Total charge: +2
Energy above the lowest of the compared OMol25 structures with the same formula, charge and spin, eV: 2.7632
E_HOMO (alpha / beta), eV: -13.7 / -14.4

Structure (XYZ):
```
50
Properties=species:S:1:pos:R:3:forces:R:3:nbo_charge:R:1
Ir -0.205406 -0.030042 0.655598 -0.1 0.0 0.1 1.0964
C -1.934299 4.642125 2.791382 0.0 0.0 0.0 -0.7708
S -0.381393 4.664203 1.892476 0.0 0.1 0.0 0.5643
C -0.245952 3.070167 1.330890 -0.3 -0.2 0.2 -0.1871
S -1.364823 1.841685 1.636037 0.1 0.2 0.0 0.0056
N 0.899037 2.911916 0.595377 0.3 0.0 -0.1 -0.2171
N 1.006375 1.732884 0.066757 -0.1 -0.1 0.0 -0.3008
C 2.046811 1.519248 -0.732670 0.0 0.0 0.0 0.0874
C 2.022038 0.420220 -1.601114 -0.1 -0.1 0.0 0.0425
C 3.031431 0.281144 -2.529868 0.0 0.0 0.0 -0.0380
C 3.054721 -0.480626 -3.729102 0.1 0.0 0.0 -0.2970
C 1.984884 -0.953273 -4.399785 -0.1 0.0 0.0 0.0189
C 0.531536 -0.852335 -4.093376 0.0 0.0 0.0 -0.5047
N 0.813118 -0.387982 -1.601558 0.0 0.0 0.1 -0.2013
H -2.057126 5.643200 3.199395 0.0 0.0 0.0 0.2702
H -1.888993 3.914723 3.599767 0.0 0.0 0.0 0.2540
H -2.757553 4.416993 2.116767 0.0 0.0 0.0 0.2553
H 2.843737 2.255516 -0.780282 0.0 0.0 0.0 0.2428
H 3.919708 0.871818 -2.326889 0.0 0.0 0.0 0.2440
H 4.025225 -0.598119 -4.194432 0.0 0.0 0.0 0.2554
H 2.190957 -1.464183 -5.335034 0.0 0.0 0.0 0.2379
H 0.144149 -1.875216 -4.115159 0.0 0.0 0.0 0.2467
N 1.779345 -0.861368 1.585606 0.0 -0.1 0.0 -0.8506
C 1.899825 -1.865948 2.673122 0.0 0.0 0.0 -0.2260
C 1.127150 -1.499790 3.928026 -0.2 0.1 -0.1 -0.4705
C -0.417792 -1.594285 3.665080 0.6 0.3 0.0 0.7543
O -0.794628 -2.613976 4.311534 -0.3 -0.2 0.1 -0.1597
O -1.016064 -0.799341 2.972562 -0.2 -0.2 -0.2 -0.6232
H 2.256091 -1.228503 0.763420 0.0 0.0 0.0 0.4020
H 2.304672 -0.034925 1.859579 0.0 0.0 0.0 0.3946
H 2.949866 -1.985826 2.947212 0.0 0.0 0.0 0.2313
H 1.561881 -2.833345 2.303415 0.0 0.0 0.0 0.2141
H 1.260677 -0.460033 4.236876 0.1 0.0 0.0 0.2584
H 1.423126 -2.147977 4.748761 0.0 0.0 0.0 0.2722
C -2.434852 -2.336660 0.293014 0.0 0.0 0.0 -0.2535
O -1.014965 -2.157993 0.465357 0.2 0.0 0.0 -0.5945
C -0.210420 -3.146166 -0.186243 0.0 0.0 0.0 -0.0958
C 0.232178 -2.731871 -1.567455 0.0 0.0 0.0 -0.1246
O 1.282567 -1.752363 -1.577341 -0.1 0.0 -0.1 -0.4056
C 0.045033 -0.109520 -2.851834 0.0 0.0 0.0 -0.2482
H -2.718365 -3.323321 0.657918 0.0 0.0 0.0 0.2103
H -2.716697 -2.231193 -0.756085 0.0 0.0 0.0 0.1869
H -2.924192 -1.573879 0.891835 0.0 0.0 0.0 0.2228
H -0.775786 -4.078076 -0.257710 0.0 0.0 0.0 0.2232
H 0.662020 -3.327570 0.441543 0.0 0.0 0.0 0.1973
H -0.628072 -2.408573 -2.153955 0.0 0.1 0.0 0.1967
H 0.671197 -3.597797 -2.065700 0.0 0.0 0.0 0.2387
H 0.047723 -0.378037 -4.954421 0.0 0.0 0.0 0.2808
H 0.097457 0.970192 -2.989799 0.0 0.0 0.0 0.2384
H -1.004445 -0.346181 -2.679634 0.0 0.0 0.0 0.2255
```
Positions in Å, forces in eV/Å.

Entry from the Open Molecules 2025 dataset: a structure of composition C15H24MnN4O5 at a distorted geometry (the ωB97M-V functional and the def2-TZVPD basis).

Properties
HOMO-LUMO gap (alpha / beta), eV: 3.7 / 6.4
Expectation value of S²: 6.11
2S+1: 5
E, a.u.: -2331.8478
Total charge: +1
Energy above the lowest of the compared OMol25 structures with the same formula, charge and spin, eV: 0.5223
E_HOMO (alpha / beta), eV: -7.7 / -10.5

Structure (XYZ):
```
49
Properties=species:S:1:pos:R:3:forces:R:3:nbo_charge:R:1
O -1.381727 1.076140 -2.657811 -0.6 -2.0 1.5 -0.7560
H -1.981286 0.856372 -3.389983 0.3 0.0 0.3 0.5080
Mn 0.317313 0.243362 -0.150800 2.3 0.0 1.8 1.1569
N 1.517383 -1.333747 -0.277699 1.2 -1.1 -0.8 -0.1714
N 1.375962 0.566551 -1.802930 1.0 -1.3 -1.4 -0.1972
O 1.816597 -2.323569 0.672178 -0.5 0.7 -0.3 -0.5282
O 1.112931 1.591800 -2.696275 -0.3 -0.1 -0.1 -0.5710
C 2.255908 -1.509721 -1.389048 -1.0 -0.3 3.1 0.1718
C 2.221524 -0.391187 -2.254328 -1.9 2.2 0.3 0.2150
C 3.054270 -2.743612 -1.517059 0.7 -0.3 -0.8 -0.6714
C 2.972806 -0.306285 -3.526369 0.2 0.1 -0.5 -0.6853
H 2.429544 -3.641017 -1.416170 0.1 0.3 0.1 0.2579
H 3.847844 -2.795628 -0.758944 -0.3 0.0 -0.1 0.2604
H 3.526662 -2.775087 -2.503642 0.0 -0.1 0.2 0.2347
H 2.918619 0.701369 -3.946761 0.0 -0.2 0.2 0.2704
H 2.573214 -1.011775 -4.270460 0.1 0.1 0.2 0.2494
H 4.026871 -0.568599 -3.366221 -0.2 0.0 0.0 0.2478
H 1.251442 -2.139674 1.449447 0.1 0.1 -0.4 0.5017
H 0.107474 1.465888 -2.863850 1.1 0.3 0.3 0.5061
O 2.147443 0.841359 1.695584 0.6 0.2 -0.2 -0.9499
H 3.024239 0.433892 1.573246 -0.5 0.2 0.1 0.4901
H 2.327999 1.794069 1.786393 -0.1 -0.5 0.0 0.4965
C -1.484994 -0.048495 -1.585838 -1.8 1.0 -2.8 -0.3097
H -1.799075 0.435293 -0.659033 0.3 -0.1 -0.2 0.2446
H -0.562838 -0.652676 -1.637398 -0.6 0.1 -0.1 0.1965
H -2.287609 -0.742501 -1.864959 0.1 0.2 0.0 0.2465
O -3.065167 -3.388891 -0.755557 -0.3 -0.4 0.0 -0.9567
H -2.976765 -4.278789 -1.139247 0.0 0.5 0.2 0.4794
H -3.915020 -3.420888 -0.283170 0.4 0.1 -0.2 0.4814
C -1.495428 -2.124200 2.917355 0.4 -0.6 -1.5 -0.2856
C -1.785275 -1.151935 3.877998 0.1 1.5 0.5 -0.1907
C -1.617606 0.192464 3.551753 -0.1 -0.9 0.4 -0.1858
C -1.091098 0.535364 2.304120 0.0 1.2 -0.4 0.1039
N -0.660576 -0.438998 1.433597 -0.6 -0.3 -0.7 -0.6031
C -0.996978 -1.732405 1.676828 -0.2 0.0 1.2 0.0070
C -1.026783 1.883845 1.767473 0.0 -1.2 0.3 0.1260
C -1.645294 3.003035 2.339808 0.0 0.8 -0.2 -0.2082
C -1.642293 4.211624 1.646840 -0.2 -0.8 1.0 -0.1639
C -0.996486 4.286230 0.407377 0.7 -0.4 -1.0 -0.2891
C -0.368863 3.156127 -0.108447 -0.6 0.5 0.6 0.0596
N -0.388780 1.974378 0.553647 0.0 0.4 -0.6 -0.6137
H -1.657454 -3.184095 3.097116 -0.1 0.3 0.0 0.2334
H -2.151933 -1.433372 4.862806 0.1 0.1 -0.2 0.2319
H -1.871717 1.003046 4.231824 0.0 -0.4 0.0 0.2258
H -0.879381 -2.435451 0.848736 0.1 0.1 0.4 0.2189
H -2.132835 2.879145 3.306596 0.1 0.3 -0.3 0.2267
H -2.140529 5.083240 2.066612 0.1 -0.2 -0.1 0.2325
H -0.972915 5.202651 -0.177019 0.0 -0.2 0.2 0.2348
H 0.150661 3.155352 -1.068316 -0.2 0.1 0.3 0.2214
```
Positions in Å, forces in eV/Å.